# 1
127
Properties=species:S:1:pos:R:3:forces:R:3 method="wB97M-V/def2-TZVPD" max_force_ha_per_bohr=0.194 orbital_gap_ha=0.3182 e_lumo_ev=0.3209
C -1.745509 -2.534209 -1.044017 0.54 0.20 1.63
C -2.243396 -2.932200 -2.366190 -1.84 -0.65 -0.12
C -3.609683 -3.648582 -2.279451 0.63 -1.70 0.49
O -3.467182 -5.004922 -1.734003 0.30 0.47 -0.35
C -2.497091 -5.791874 -2.426432 0.47 0.68 -0.72
N -2.484505 -1.663801 -2.966398 -0.43 1.54 -1.70
H -0.807478 -2.034553 -1.285980 -0.55 0.08 0.27
H -1.468442 -3.297777 -0.317170 -1.47 0.38 -0.14
H -2.402931 -1.829743 -0.534486 -0.12 0.02 -0.39
H -1.454821 -3.375649 -2.974143 -0.23 -1.16 0.23
H -4.244145 -3.714845 -3.163282 0.68 -0.07 -0.86
H -4.275752 -3.074667 -1.635173 0.39 -0.14 0.65
H -2.576347 -5.728735 -3.511709 -0.84 -0.16 -0.35
H -2.468831 -6.846159 -2.151129 -0.62 0.22 0.39
H -1.473508 -5.427449 -2.339274 -0.10 0.09 0.71
H -1.570953 -1.371239 -3.282528 0.15 0.75 -0.03
H -2.975468 -1.817258 -3.835595 -0.34 0.15 -0.34
C 3.753924 0.810891 2.407174 -0.51 0.19 -0.28
C 3.475800 1.999269 3.306364 0.09 -0.56 0.74
C 2.645204 1.625929 4.582620 0.58 -1.01 -0.74
O 1.617175 0.717152 4.262493 -0.51 -0.02 0.69
C 0.422060 1.229584 3.713379 0.23 0.38 1.39
N 4.779626 2.527423 3.666448 0.11 0.44 0.76
H 4.341188 0.022132 2.877365 0.11 0.12 0.46
H 4.319024 1.122455 1.528726 -0.15 0.07 -0.13
H 2.829250 0.299357 2.139968 1.13 1.52 -0.55
H 2.952623 2.799125 2.782332 -0.25 -0.12 -0.29
H 2.399225 2.500876 5.184335 -0.79 0.44 -0.36
H 3.217092 1.042330 5.304048 0.76 -0.11 -0.28
H 0.545447 1.620678 2.703476 1.42 0.50 2.75
H -0.094982 1.842051 4.452053 0.32 1.14 -0.20
H -0.355504 0.474701 3.596528 1.66 -0.25 0.47
H 4.652280 2.859281 4.611838 0.45 0.67 0.28
H 5.401944 1.741989 3.792539 0.27 -0.17 -0.09
C -3.360939 7.871876 -3.160165 -0.01 -1.04 0.16
C -2.770764 6.509611 -2.731422 -1.87 0.02 -1.44
C -3.765698 5.533571 -2.015921 1.59 2.11 -0.13
O -2.941003 4.401053 -1.838507 -2.34 -1.51 0.63
C -3.610894 3.401338 -1.080690 -3.43 -1.08 -0.75
N -2.242567 5.829596 -3.945770 0.73 0.45 1.28
H -2.530068 8.471665 -3.531659 -0.09 0.39 0.60
H -3.930812 8.238830 -2.306532 0.27 0.74 -0.10
H -4.033941 7.831850 -4.016657 -0.21 -0.48 0.04
H -2.032735 6.741401 -1.963517 0.58 -0.35 -0.42
H -4.699486 5.378723 -2.556438 0.07 -0.37 -0.21
H -3.972792 6.017085 -1.061227 -0.40 -0.29 0.37
H -3.480947 3.568551 -0.011458 -3.17 1.71 0.16
H -3.044977 2.469900 -1.096573 -2.15 -0.28 -1.97
H -4.643677 3.076984 -1.208188 -0.64 1.23 -1.19
H -3.028384 5.438186 -4.445172 -0.31 0.14 -0.21
H -1.793350 5.016873 -3.548551 0.41 -0.33 -0.40
C 3.191410 0.708440 -3.511613 -1.49 -0.49 0.98
C 3.333138 -0.680991 -2.860532 -0.53 0.48 -1.67
C 2.374117 -1.756193 -3.447009 0.01 0.19 0.76
O 2.879456 -3.082230 -3.194686 -1.41 0.23 -1.13
C 1.801498 -4.061602 -3.362096 1.28 0.45 0.00
N 4.668540 -1.035141 -3.067663 1.60 -0.79 0.87
H 3.928593 1.386687 -3.081896 -0.25 0.03 0.05
H 2.162623 1.016688 -3.325416 0.00 0.72 0.05
H 3.292111 0.710698 -4.596948 0.26 -0.43 -0.02
H 3.214270 -0.745723 -1.778962 -0.51 0.80 0.03
H 2.161293 -1.629982 -4.508558 0.08 0.07 -0.18
H 1.463464 -1.625709 -2.862374 -0.49 -0.18 -0.55
H 1.221062 -3.988185 -4.281768 0.26 0.49 -0.31
H 1.111906 -4.005013 -2.519853 0.57 0.33 -0.75
H 2.313520 -5.023685 -3.380229 -0.18 -0.07 0.21
H 4.965802 -0.903990 -4.023973 0.06 -0.62 -0.05
H 4.636356 -1.983622 -2.722068 1.48 -0.56 -0.74
C 3.706186 -1.928692 0.701099 1.50 0.68 -0.26
C 3.217137 -3.340215 0.806705 -0.15 -0.81 -1.17
C 2.124357 -3.557153 -0.323042 2.78 -1.13 1.25
O 1.437023 -4.763629 -0.040757 -0.93 0.72 -0.50
C 0.194548 -4.671095 -0.729132 0.00 -1.60 0.59
N 4.354944 -4.293227 0.748537 -0.74 0.55 0.08
H 3.979010 -1.749810 -0.338929 0.16 0.15 -0.09
H 4.624805 -1.793500 1.272040 0.15 -0.18 0.07
H 3.063499 -1.110085 1.025041 0.30 -0.86 -0.39
H 2.774672 -3.489047 1.791673 -0.13 -0.44 -0.22
H 2.512293 -3.651213 -1.337329 0.87 0.37 0.76
H 1.500792 -2.664772 -0.269118 2.05 -3.87 -1.79
H 0.218597 -4.913263 -1.791615 0.28 -0.65 0.37
H -0.270319 -3.685237 -0.720249 1.40 -1.11 0.46
H -0.419079 -5.447999 -0.273058 -0.48 0.32 0.08
H 3.922189 -5.189967 0.579192 0.17 -0.40 0.01
H 4.907082 -4.082638 -0.070550 0.17 0.00 -0.24
C -2.590746 -0.206142 3.459746 1.54 1.63 0.47
C -2.275644 -1.451891 2.657488 2.04 0.26 0.56
C -0.804278 -2.041840 2.574415 -0.76 1.00 0.82
O 0.123396 -1.031822 2.362348 -0.62 0.15 0.21
C 1.415035 -1.398669 2.589603 1.17 -1.10 0.74
N -3.039101 -2.470434 3.263888 -2.38 -2.05 -1.49
H -1.736459 0.468431 3.402799 -1.01 0.26 0.19
H -2.801764 -0.391345 4.512958 0.52 -0.36 0.15
H -3.444654 0.417679 3.195575 -0.15 -0.37 -0.85
H -2.490933 -1.178026 1.624650 -0.69 -0.80 -0.22
H -0.675100 -2.784733 1.787320 -0.60 -0.31 -0.16
H -0.540848 -2.517406 3.519163 -0.20 -0.32 0.35
H 1.826744 -2.214396 1.995311 -1.07 0.24 -0.23
H 1.531271 -1.818251 3.588871 0.20 0.47 0.62
H 2.056080 -0.534452 2.415547 -1.37 -1.41 0.82
H -2.839298 -2.735044 4.217908 0.55 0.50 -0.04
H -3.963750 -2.064276 3.251681 -0.56 -0.73 0.36
C -1.521261 2.912804 -0.375471 2.98 -0.46 0.29
C -1.263681 1.526980 0.279870 0.65 2.31 -1.58
C -0.388418 0.703545 -0.558758 -1.85 -0.99 -0.32
O -0.340461 -0.531271 0.155264 1.96 1.01 -2.30
C 0.796452 -1.239613 -0.252499 -0.01 1.69 1.37
N -0.539077 1.787275 1.517543 1.30 -9.06 -3.96
H -0.798575 3.694326 -0.140846 0.32 -0.48 0.11
H -2.543754 3.173376 -0.102151 5.61 -0.02 2.17
H -1.610188 2.991445 -1.458998 1.24 -1.01 0.00
H -2.177123 0.958585 0.455017 -0.21 0.18 0.34
H 0.549340 1.237619 -0.712023 0.39 -0.45 -0.18
H -0.977549 0.553640 -1.463494 0.61 -0.18 -0.82
H 0.946485 -1.464150 -1.308521 -1.17 -0.18 -0.05
H 0.991259 -2.117133 0.364017 -3.07 2.22 1.25
H 1.776281 -0.793300 -0.082619 -0.29 1.34 0.31
H -0.389359 0.854966 1.875971 -0.19 -0.45 -0.34
H 0.368161 2.131750 1.237623 0.15 0.37 -0.15
C -1.962857 3.867105 3.066519 1.24 0.59 -1.10
O -2.780523 3.151056 3.564727 -2.22 -2.29 0.86
N -1.627659 5.028169 3.556874 0.07 4.14 2.90
N -1.234250 3.670977 1.994616 -1.70 5.67 0.17
H -0.733132 5.402242 3.274064 -0.57 0.40 0.67
H -2.200509 5.377033 4.312021 0.64 0.27 0.05
H -1.173514 2.703143 1.712272 -0.86 1.28 0.99
H -0.735234 4.464490 1.618565 -0.31 -0.33 0.04

=====

# 2
6
Properties=species:S:1:pos:R:3:forces:R:3 method="wB97M-V/def2-TZVPD" s_squared=3.76 spin_multiplicity=4 max_force_ha_per_bohr=0.083 charge=+2 orbital_gap_ha="0.3689 / 0.2433" e_lumo_ev="-11.9580 / -17.0988"
O 1.820720 -0.322730 -0.325362 0.72 -0.29 -0.30
C 2.727017 -1.001436 -0.410273 2.12 -1.58 -0.15
O -1.073980 1.015779 0.844502 -2.74 1.80 2.70
C -1.934836 0.143606 0.545289 -3.37 -1.43 1.30
O -1.830599 -0.671630 -0.357048 0.71 0.18 -0.54
Au 0.291677 0.836412 -0.297109 2.56 1.33 -3.01

=====

# 3
7
Properties=species:S:1:pos:R:3:forces:R:3 method="wB97M-V/def2-TZVPD" max_force_ha_per_bohr=0.046 smiles="O=C(Br)C(F)(F)Br" orbital_gap_ha=0.3923 e_lumo_ev=-0.2672
C 0.234406 0.312556 -0.881651 -2.17 0.95 0.09
C -0.437229 -0.199144 0.519638 1.30 1.53 -0.58
O -0.256992 1.118467 -1.617476 0.29 -1.00 1.37
F -0.530307 -1.497913 0.560984 0.49 -1.25 -0.04
F -1.648875 0.264478 0.720711 -0.35 0.76 -0.25
Br 1.855710 -0.496480 -1.243083 1.02 -0.64 -0.18
Br 0.783288 0.498037 1.940877 -0.59 -0.35 -0.41

=====

# 4
7
Properties=species:S:1:pos:R:3:forces:R:3 method="wB97M-V/def2-TZVPD" s_squared=2.01 spin_multiplicity=3 max_force_ha_per_bohr=0.076 orbital_gap_ha="0.2726 / 0.3253" e_lumo_ev="-0.5806 / -1.4060"
C 1.861446 -0.259300 -0.185787 -0.26 0.74 -1.46
C -1.394177 0.183932 0.110688 -1.52 -2.85 2.20
F -2.044919 -1.001633 -0.246570 1.15 2.24 0.16
F -1.660014 0.318660 1.467089 0.50 0.40 -2.34
S 2.602934 0.164541 -1.490941 -0.02 -0.01 0.01
Br 2.271417 -1.036611 1.354270 0.35 -0.73 1.43
Br -1.636687 1.630410 -1.008748 -0.21 0.21 0.01

=====

# 5
8
Properties=species:S:1:pos:R:3:forces:R:3 method="wB97M-V/def2-TZVPD" max_force_ha_per_bohr=0.032 orbital_gap_ha="0.3560 / 0.2692" e_lumo_ev="-0.0860 / -1.2400"
C 2.285099 0.282575 -0.145131 -1.24 0.26 1.07
C -1.987246 -0.437118 -0.186938 0.61 0.13 1.20
F 2.888343 1.402360 -0.439129 0.50 0.12 -0.34
F 3.040923 -0.538387 0.526554 1.33 -0.59 -0.36
F -1.566420 -0.273294 -1.421439 -0.55 -0.47 -0.07
F -2.093137 -1.703994 0.213389 -0.12 0.38 -0.85
Br 0.756205 0.562220 0.978583 -0.39 0.28 -0.29
Br -3.323767 0.705641 0.474111 -0.14 -0.11 -0.36

=====

# 6
8
Properties=species:S:1:pos:R:3:forces:R:3 method="wB97M-V/def2-TZVPD" max_force_ha_per_bohr=0.055 orbital_gap_ha=0.3189 e_lumo_ev=-1.0375
C -0.407863 0.699963 -0.832816 0.20 -1.10 2.07
C 0.727533 -0.482358 0.740210 -0.28 1.96 0.76
F 1.856797 -0.116132 1.530412 -2.34 0.39 -1.50
F 0.253243 1.418110 -1.710046 0.39 -0.28 0.22
Cl 1.238934 -1.725717 -0.221445 0.76 -1.75 -0.65
Br -1.311724 -0.800962 -1.685938 0.03 0.89 0.04
Br -0.787912 -0.800118 1.952308 1.10 -0.29 -0.33
Br -1.569009 1.807213 0.227315 0.15 0.18 -0.61

=====

# 7
8
Properties=species:S:1:pos:R:3:forces:R:3 method="wB97M-V/def2-TZVPD" max_force_ha_per_bohr=0.036 orbital_gap_ha="0.3083 / 0.2763" e_lumo_ev="-1.2993 / -1.9882"
C 0.015776 -0.727004 -1.033717 -0.28 -0.45 -0.06
C -0.986512 -1.530110 -0.818499 -1.35 0.65 1.11
N 0.126833 0.815134 1.250024 -0.01 -1.83 -0.16
O 0.242362 1.930966 0.912501 0.01 0.78 0.51
O -0.018230 0.183165 2.253497 0.33 1.15 -0.43
Br 1.302704 -0.753987 -2.299649 0.42 0.16 -0.05
Br -1.373989 -3.149935 -1.714419 0.12 0.39 0.22
Br -2.358620 -0.901658 0.489551 0.76 -0.85 -1.15

=====

# 8
7
Properties=species:S:1:pos:R:3:forces:R:3 method="wB97M-V/def2-TZVPD" max_force_ha_per_bohr=0.070 orbital_gap_ha=0.3022 e_lumo_ev=-1.2255
C -1.067611 -0.403909 0.100783 3.02 1.77 -0.92
C 0.850868 0.056130 -0.038731 -3.29 -0.23 0.65
O -1.444632 -1.483878 -0.015340 -0.28 -1.31 0.24
Br -2.216948 1.150165 0.087128 0.00 0.00 0.09
I 1.003296 0.797426 -2.038813 0.17 -0.38 0.43
I 1.034178 1.620248 1.405068 0.42 -0.24 -0.15
I 1.840849 -1.736181 0.499907 -0.04 0.38 -0.34

=====

# 9
7
Properties=species:S:1:pos:R:3:forces:R:3 method="wB97M-V/def2-TZVPD" max_force_ha_per_bohr=0.120 charge=-1 orbital_gap_ha=0.3176 e_lumo_ev=3.6018
C -1.340890 -1.114845 0.029458 0.23 0.03 -0.71
C 0.930515 1.126865 -0.009596 -6.12 -0.02 -0.64
O -1.201485 -1.375665 1.144775 -0.09 -0.06 1.00
O -1.512529 -0.957631 -1.099642 -0.62 -0.47 -0.58
O 1.631386 1.916660 0.492361 2.52 1.56 0.82
O -0.323105 1.136608 -0.295052 3.70 -0.44 0.41
Br 1.816109 -0.731994 -0.262302 0.39 -0.60 -0.30

=====

# 10
9
Properties=species:S:1:pos:R:3:forces:R:3 method="wB97M-V/def2-TZVPD" s_squared=2.00 spin_multiplicity=3 max_force_ha_per_bohr=0.059 orbital_gap_ha="0.2049 / 0.2451" e_lumo_ev="-0.7037 / -1.1246"
Ce 0.343446 1.490004 1.228623 -0.60 -0.97 -1.36
S 0.408023 -0.183061 -1.491763 0.17 0.20 0.51
O -0.614911 0.938810 -0.789812 0.14 0.30 0.72
C 1.293063 -0.591846 0.048515 0.19 -0.43 -0.15
F 0.966837 -1.891343 0.461046 -0.12 0.36 0.07
F 2.663055 -0.713616 -0.216803 -0.28 0.29 0.04
O -2.200061 0.113020 1.232559 0.87 0.23 -1.19
C -2.681380 0.037000 0.145862 -2.66 -0.25 1.43
O -3.573594 -0.102075 -0.600439 2.29 0.28 -0.08

=====

# 11
7
Properties=species:S:1:pos:R:3:forces:R:3 method="wB97M-V/def2-TZVPD" max_force_ha_per_bohr=0.029 orbital_gap_ha="0.3020 / 0.2303" e_lumo_ev="-1.5893 / -3.0282"
C 0.199551 1.802209 -0.804094 0.17 1.29 0.57
C -0.157103 -1.173655 0.504427 0.70 -0.22 -1.25
N -0.199069 2.776495 -0.304076 -0.35 -0.43 -0.14
F 0.368165 -2.335452 0.131813 0.31 0.40 0.37
S 1.047207 0.592100 -1.491283 -0.24 -1.44 0.24
Cl -1.794448 -1.149669 0.050745 0.11 0.57 0.62
Cl 0.535697 -0.512029 1.912467 -0.69 -0.17 -0.41

=====

# 12
7
Properties=species:S:1:pos:R:3:forces:R:3 method="wB97M-V/def2-TZVPD" max_force_ha_per_bohr=0.022 smiles="S=C(Cl)Cl.O=C=S" orbital_gap_ha=0.3198 e_lumo_ev=-0.9776
C -1.509548 -0.471696 -2.379802 -0.94 -0.19 -0.32
C 0.966493 0.372910 1.767307 -0.77 0.29 0.10
O -2.598687 -0.597693 -2.732486 -0.10 0.05 -0.01
S -0.048607 -0.328118 -1.915951 1.05 0.15 0.33
S -0.549583 0.874828 1.945748 0.53 -0.18 -0.07
Cl 1.405177 -1.257633 1.465457 0.10 -0.16 -0.03
Cl 2.334754 1.407402 1.849726 0.14 0.04 -0.01

=====

# 13
10
Properties=species:S:1:pos:R:3:forces:R:3 method="wB97M-V/def2-TZVPD" max_force_ha_per_bohr=0.081 orbital_gap_ha="0.3209 / 0.3210" e_lumo_ev="-1.2903 / -1.2904"
C 0.557466 -0.192029 -0.631705 0.03 2.64 -0.18
C 0.353485 -1.361934 0.349024 0.27 0.95 0.11
N -0.539541 1.507192 -0.109902 0.53 -4.13 0.01
O -0.639420 1.648990 1.058368 0.28 0.76 0.46
O -1.086710 1.954879 -1.040377 -0.28 1.04 -0.81
F 1.169983 -1.065870 1.375267 -0.38 -1.16 0.40
F -0.885499 -1.390515 0.812338 -0.79 0.22 0.20
Cl 0.092817 -0.435363 -2.269836 0.20 0.16 0.64
Cl 2.145398 0.554414 -0.345344 -0.37 -0.33 -0.95
Cl 0.658664 -2.927546 -0.368667 0.51 -0.16 0.12

=====

# 14
9
Properties=species:S:1:pos:R:3:forces:R:3 method="wB97M-V/def2-TZVPD" max_force_ha_per_bohr=0.045 orbital_gap_ha="0.2535 / 0.2873" e_lumo_ev="-3.2040 / -2.0116"
C 1.080532 0.263086 0.496521 -0.75 -1.03 0.59
C 1.086859 1.541209 0.360036 -0.41 1.32 -0.84
O -2.140892 -1.169722 1.512917 0.16 0.42 -1.82
O -2.826365 0.484846 -0.242216 -0.66 0.32 -0.43
S -1.890648 -0.447788 0.270030 1.24 -0.82 1.77
Cl 1.954865 -0.996467 -0.037351 0.42 -0.52 -0.05
Cl 2.191604 2.279173 -0.727993 0.59 0.31 -0.14
Cl -0.164142 2.593344 0.880658 -0.07 -0.05 0.42
Cl -1.175515 -1.655660 -1.388948 -0.52 0.06 0.51

=====

# 15
6
Properties=species:S:1:pos:R:3:forces:R:3 method="wB97M-V/def2-TZVPD" max_force_ha_per_bohr=0.089 smiles=N#CC(F)(F)Cl orbital_gap_ha=0.4687 e_lumo_ev=0.4083
C -0.062467 0.395349 0.012963 0.15 -0.33 -0.96
C 1.362354 -0.138110 0.006141 3.11 -1.07 -0.27
N 2.433773 -0.647176 -0.015500 -4.12 2.04 0.11
F -0.306012 1.313164 -0.982327 0.55 -1.47 0.73
F -0.389527 0.990572 1.132500 0.41 0.66 0.98
Cl -1.092699 -1.043931 -0.079864 -0.09 0.17 -0.59

=====

# 16
6
Properties=species:S:1:pos:R:3:forces:R:3 method="wB97M-V/def2-TZVPD" max_force_ha_per_bohr=0.055 smiles=N#CC(F)(F)Cl orbital_gap_ha=0.4728 e_lumo_ev=0.3946
C 0.279008 0.053041 -0.314369 0.77 0.47 0.23
C -0.799578 -0.155768 0.672924 0.17 -1.81 2.15
N -1.383605 -0.658743 1.543275 0.48 1.22 -1.43
F 1.546700 -0.251283 0.129188 -1.57 -0.38 -0.04
F -0.012881 -0.753011 -1.338270 0.41 0.43 -0.33
Cl 0.370356 1.765763 -0.692747 -0.26 0.08 -0.59

=====

# 17
7
Properties=species:S:1:pos:R:3:forces:R:3 method="wB97M-V/def2-TZVPD" max_force_ha_per_bohr=0.136 charge=-1 orbital_gap_ha="0.2162 / 0.1936" e_lumo_ev="1.2609 / 0.8310"
C 0.680577 0.331468 0.395312 4.71 2.41 -0.52
C -0.142211 -0.678902 -0.054424 -5.51 -2.36 -3.55
O 0.715264 0.580558 1.584569 -0.69 0.28 0.89
F -0.356800 -1.152927 -1.313626 1.26 1.09 2.53
F -1.502098 1.500694 -0.817167 0.48 -0.98 0.44
S 1.935180 0.838844 -0.783260 -1.51 -0.83 0.77
Cl -1.329910 -1.419735 0.988595 1.26 0.40 -0.56

=====

# 18
7
Properties=species:S:1:pos:R:3:forces:R:3 method="wB97M-V/def2-TZVPD" max_force_ha_per_bohr=0.075 smiles=FC1(F)O[C@]1(F)Cl orbital_gap_ha=0.4476 e_lumo_ev=0.7253
C -0.154871 -0.159235 0.766771 0.50 3.37 -0.59
C 0.050621 0.157799 -0.668216 0.01 -0.17 0.79
O -0.334404 -1.104204 -0.094916 -0.17 -2.77 -2.71
F -1.202173 0.211821 1.488605 0.21 0.03 0.29
F 0.957558 -0.194882 1.443994 0.83 -0.30 1.94
F -0.863788 0.721165 -1.406490 -1.59 0.37 -0.35
Cl 1.547056 0.367535 -1.529748 0.21 -0.54 0.63